Below is a 6-piece molecular cluster, C12H24O24S6 overall in a non-equilibrium geometry, with properties calculated with wB97M-V/def2-TZVPD.

Results
**F_max**: 0.127 Eh/bohr
**Multiplicity**: 1
**Highest occupied orbital energy**: -0.415 Eh
**SMILES**: O=S1(=O)OCCO1.O=S1(=O)OCCO1.O=S1(=O)OCCO1.O=S1(=O)OCCO1.O=S1(=O)OCCO1.O=S1(=O)OCCO1
**HOMO-LUMO gap**: 0.41205 hartree
**Total charge**: 0

Structure (XYZ):
```
66
C12H24O24S6, DFT wB97M-V/def2-TZVPD
C 0.8531 -1.1284 0.1293
C 0.0257 -1.3582 -1.1279
O -1.3136 -1.2434 -0.7861
S -1.5695 -1.3702 0.8811
O -2.4855 -2.4570 1.2352
O -1.9387 -0.0388 1.4400
O -0.0042 -1.7322 1.0698
H 0.8444 -0.0779 0.4202
H 1.8578 -1.5512 0.1307
H 0.1726 -2.3883 -1.4526
H 0.2010 -0.5332 -1.8183
C 3.5452 0.1535 -8.3425
C 3.3382 -1.1579 -8.9902
O 2.5409 -0.9536 -10.1820
S 2.5702 0.5480 -10.6612
O 1.3232 1.0186 -11.2215
O 3.8430 0.7322 -11.4007
O 2.6902 0.9724 -9.0832
H 4.5760 0.5080 -8.3499
H 3.3998 0.1713 -7.2624
H 3.0928 -1.9364 -8.2678
H 4.2539 -1.6110 -9.3699
C -0.1628 5.8624 -4.9611
C 1.0052 6.9153 -5.2794
O 1.3996 7.3829 -3.9807
S 0.7399 6.4835 -2.7528
O -0.4790 7.1082 -2.2427
O 1.7340 6.0350 -1.7258
O 0.2751 5.2684 -3.8094
H -0.4360 5.2202 -5.7984
H -1.0941 6.3467 -4.6674
H 0.6204 7.7719 -5.8328
H 1.8201 6.4757 -5.8546
C -2.7042 6.4577 4.5718
C -2.9926 5.8269 5.9535
O -2.3570 6.6590 6.9091
S -1.2622 7.6695 6.1686
O 0.0405 7.1288 5.7875
O -1.3381 9.0644 6.8480
O -2.1948 7.7303 4.7949
H -3.5976 6.3838 3.9517
H -2.0062 5.7859 4.0723
H -2.5888 4.8148 5.9799
H -4.0471 5.6213 6.1374
C -9.1938 -7.2313 6.2817
C -8.2850 -6.6954 5.1297
O -8.7977 -7.5579 4.0809
S -10.3292 -8.1036 4.2582
O -10.5439 -9.3722 3.5539
O -11.3192 -7.0254 3.9079
O -9.9779 -8.2732 5.7720
H -9.8083 -6.3552 6.4890
H -8.5699 -7.5533 7.1155
H -7.2217 -6.9280 5.1880
H -8.5433 -5.6614 4.9014
C 7.3051 -4.4064 3.6295
C 8.3550 -5.4007 3.2836
O 8.9199 -5.0585 2.0823
S 8.9615 -3.3775 1.7636
O 8.6795 -3.0355 0.3430
O 10.0041 -2.6311 2.5156
O 7.6130 -3.2263 2.7413
H 7.2906 -4.1851 4.6967
H 6.2658 -4.7176 3.5247
H 7.9960 -6.4290 3.3272
H 9.0085 -5.3541 4.1547
```

Atomic partial charges in e from the Mulliken method, atoms 1 to 8:
1. C -0.33
2. C -0.23
3. O -0.32
4. S 1.07
5. O -0.51
6. O -0.52
7. O -0.31
8. H 0.30

***

Below is C52H42N7O8P2S4Y as an isolated structure, with properties calculated with wB97M-V/def2-TZVPD.

Results
**F_max**: 0.015 Eh/bohr
**Multiplicity**: 1
**Highest occupied orbital energy**: -0.099 Eh
**HOMO-LUMO gap**: 0.23433 hartree
**Total charge**: -2

Structure (XYZ):
```
116
C52H42N7O8P2S4Y, DFT wB97M-V/def2-TZVPD
Y 0.6552 -0.3635 -0.4142
S 2.7623 2.2456 2.1117
P 0.7835 2.1517 2.3294
C -0.1182 1.1422 1.2837
P -1.7913 0.8941 1.3819
S -2.4305 -0.4608 0.0440
C -2.7578 2.4287 1.1181
C -3.0585 2.7846 -0.1949
C -3.6695 3.9978 -0.4744
C -4.0032 4.8659 0.5560
C -3.7150 4.5180 1.8677
C -3.0917 3.3097 2.1440
C -2.4203 0.2289 2.9766
C -3.6765 0.4924 3.5075
C -4.1052 -0.1510 4.6616
C -3.2860 -1.0769 5.2879
C -2.0345 -1.3601 4.7523
C -1.6056 -0.7112 3.6083
C 0.4937 1.6897 4.0879
C 1.3232 0.7207 4.6478
C 1.0895 0.2437 5.9274
C 0.0259 0.7319 6.6743
C -0.8069 1.6966 6.1289
C -0.5736 2.1660 4.8440
C 0.2528 3.9138 2.2669
C -0.1488 4.4160 1.0322
C -0.4426 5.7593 0.8696
C -0.3522 6.6253 1.9514
C 0.0529 6.1374 3.1858
C 0.3666 4.7941 3.3385
H -2.8080 2.0904 -0.9892
H -3.8923 4.2637 -1.5015
H -4.4760 5.8162 0.3348
H -3.9602 5.1929 2.6794
H -2.8684 3.0561 3.1711
H -4.3392 1.1945 3.0160
H -5.0877 0.0686 5.0646
H -3.6228 -1.5844 6.1849
H -1.3883 -2.0889 5.2264
H -0.6285 -0.9261 3.1923
H 2.1603 0.3532 4.0651
H 1.7404 -0.5177 6.3432
H -0.1613 0.3501 7.6722
H -1.6506 2.0752 6.6950
H -1.2336 2.9166 4.4323
H -0.2399 3.7286 0.2015
H -0.7558 6.1258 -0.1014
H -0.5917 7.6765 1.8321
H 0.1374 6.8080 4.0340
H 0.7177 4.4345 4.2968
C 3.1556 -1.7517 -4.2368
C 2.2872 -0.8999 -3.3383
N 2.3866 -0.9893 -2.0457
N 3.4539 -1.8194 -1.6713
C 3.6390 -2.0030 -0.4191
S 2.8087 -1.4283 0.9716
S 5.0363 -3.1031 -0.0858
C 4.0551 -4.5432 0.4449
C 3.3301 -5.1685 -0.7100
C 3.9460 -6.1378 -1.4958
C 3.3115 -6.6440 -2.6197
C 2.0601 -6.1699 -2.9856
C 1.4395 -5.1952 -2.2169
C 2.0673 -4.7085 -1.0786
C 1.3488 0.0058 -4.0314
C 1.6866 0.4002 -5.3355
C 0.8826 1.2110 -6.1092
C -0.3445 1.6275 -5.5955
C -0.7132 1.2729 -4.3219
C 0.1286 0.5021 -3.4816
O -0.2413 0.3022 -2.2634
H 3.4549 -2.6539 -3.7193
H 4.0655 -1.2135 -4.5171
H 2.6054 -2.0015 -5.1422
H 3.3622 -4.2020 1.2160
H 4.7596 -5.2380 0.9040
H 4.9407 -6.4842 -1.2338
H 3.8028 -7.4004 -3.2217
H 1.5760 -6.5457 -3.8796
H 0.4897 -4.7762 -2.5211
H 1.5903 -3.9250 -0.4953
H 2.6262 0.0696 -5.7581
H 1.1979 1.4987 -7.1052
H -1.0102 2.2380 -6.1974
H -1.6581 1.5894 -3.8948
O -5.6765 -5.0057 -2.1418
N -4.9842 -4.9257 -1.1342
O -5.3232 -5.3845 -0.0525
C -3.6988 -4.2843 -1.2359
C -2.8987 -4.1664 -0.1072
C -1.6804 -3.5466 -0.2150
C -1.1465 -3.0111 -1.4484
O -0.0446 -2.4436 -1.5461
C -2.0432 -3.2079 -2.5664
C -3.2801 -3.7829 -2.4653
N -1.6387 -2.7693 -3.8992
O -0.4781 -2.9081 -4.2267
O -2.5035 -2.3017 -4.6285
N -0.9383 -3.3762 1.0184
O -0.1212 -2.4778 1.1057
O -1.1645 -4.1432 1.9381
H -3.2335 -4.5325 0.8497
H -3.9116 -3.8551 -3.3353
N 4.1038 1.2220 -0.7742
C 3.2698 2.0594 -1.4413
C 3.7736 3.0067 -2.3536
C 2.8975 3.8510 -2.9893
C 1.5364 3.7580 -2.7155
C 1.1270 2.7768 -1.8382
N 1.9530 1.9306 -1.2160
H 5.0789 1.4545 -0.7666
H 3.7395 0.8267 0.0880
H 4.8406 3.0572 -2.5337
H 3.2690 4.5849 -3.6953
H 0.8070 4.3930 -3.1988
H 0.0731 2.6224 -1.6351
```

Atomic partial charges in e from the Mulliken method, atoms 1 to 8:
1. Y -1.00
2. S -0.67
3. P 2.27
4. C 0.60
5. P 1.43
6. S -0.78
7. C 0.30
8. C -0.91

***

Below is a 2-piece molecular cluster, C28H28N4O6 overall in a non-equilibrium geometry, with properties calculated with wB97M-V/def2-TZVPD.

Results
**F_max**: 0.058 Eh/bohr
**Multiplicity**: 1
**Highest occupied orbital energy**: -0.224 Eh
**HOMO-LUMO gap**: 0.10985 hartree
**Total charge**: 0

Structure (XYZ):
```
66
C28H28N4O6, DFT wB97M-V/def2-TZVPD
C -2.2242 5.2500 -0.4120
N -2.0926 3.8083 -0.2996
C -3.1744 2.9933 -0.0470
O -4.3215 3.3426 0.1325
C -2.6522 1.5652 -0.0378
C -3.2967 0.7199 -1.1422
C -4.7909 0.5920 -1.0323
C -5.6219 1.0880 -2.0262
C -6.9953 1.0205 -1.9022
C -7.5625 0.4521 -0.7815
C -6.7483 -0.0675 0.2027
C -5.3748 -0.0052 0.0732
N -1.1631 1.6490 -0.1849
C -0.3129 0.5885 -0.1299
C 1.0570 0.7148 -0.2715
C 1.9871 -0.3027 -0.2723
C 3.3949 -0.0909 -0.4253
C 3.9581 1.1906 -0.5751
C 5.3169 1.3646 -0.7164
N 5.8560 2.7081 -0.8673
O 7.0875 2.8460 -0.9824
O 5.0590 3.6642 -0.8741
C 6.1576 0.2640 -0.7130
C 5.6337 -1.0055 -0.5695
C 4.2771 -1.1881 -0.4279
C -0.7814 3.0992 -0.3565
C -0.1494 3.3405 -1.7244
C 0.0636 3.5841 0.8207
H -3.2739 5.5259 -0.3594
H -1.6839 5.7371 0.3963
H -1.8133 5.5897 -1.3606
H -2.8699 1.1223 0.9409
H -3.0455 1.1775 -2.1033
H -2.8476 -0.2788 -1.1558
H -5.1828 1.5385 -2.8993
H -7.6286 1.4246 -2.6750
H -8.6359 0.4220 -0.6705
H -7.1869 -0.5072 1.0834
H -4.7391 -0.4143 0.8389
H -0.7357 -0.3857 0.0273
H 1.4330 1.7080 -0.3999
H 1.6469 -1.3185 -0.1565
H 3.3460 2.0735 -0.5819
H 7.2165 0.4234 -0.8241
H 6.2929 -1.8562 -0.5694
H 3.8707 -2.1789 -0.3187
H -0.8590 3.0636 -2.5010
H 0.0982 4.3910 -1.8603
H 0.7535 2.7572 -1.8825
H -0.5086 3.4664 1.7389
H 0.9902 3.0294 0.9379
H 0.3088 4.6394 0.7175
O 0.9208 -3.7800 0.3645
C 1.4684 -4.6636 1.0324
C 2.4109 -4.3293 2.0545
C 3.0075 -5.3063 2.7906
C 2.7090 -6.6458 2.5592
N 3.3384 -7.6689 3.3681
O 3.0497 -8.8526 3.1525
O 4.1389 -7.3180 4.2441
C 1.8023 -7.0051 1.5656
C 1.1892 -6.0499 0.8129
H 2.6261 -3.2860 2.2177
H 3.7187 -5.0674 3.5668
H 1.6014 -8.0548 1.4130
H 0.4859 -6.3077 0.0379
```

Atomic partial charges in e from the Mulliken method, atoms 1 to 8:
1. C -0.98
2. N 0.26
3. C 0.29
4. O -0.67
5. C -0.01
6. C -0.77
7. C 0.43
8. C -0.30